1.
{"formula": "C43H62ClINO21S", "method": "ωB97M-V with the def2-TZVPD basis set", "e_homo_ev": -5.10, "e_tot_ha": -4466.6732, "total_charge": -1, "multiplicity": 1, "gap_ev": 7.01, "lumo_ev": 1.9096, "symbols": ["C", "C", "C", "C", "O", "S", "O", "O", "C", "C", "C", "C", "I", "C", "O", "O", "C", "Cl", "C", "N", "H", "H", "H", "H", "H", "H", "H", "H", "H", "H", "H", "H", "H", "H", "O", "C", "O", "C", "C", "C", "H", "H", "H", "H", "H", "H", "O", "C", "O", "C", "C", "C", "H", "H", "H", "H", "H", "H", "O", "C", "O", "C", "C", "C", "H", "H", "H", "H", "H", "H", "O", "C", "O", "C", "C", "C", "H", "H", "H", "H", "H", "H", "O", "C", "O", "C", "C", "C", "H", "H", "H", "H", "H", "H", "O", "C", "O", "C", "C", "C", "H", "H", "H", "H", "H", "H", "O", "C", "O", "C", "C", "C", "H", "H", "H", "H", "H", "H", "O", "C", "O", "C", "C", "C", "H", "H", "H", "H", "H", "H"], "coordinates": [[10.07, -0.63, 0.35], [9.73, 0.20, -0.42], [9.21, 0.93, -1.56], [7.68, 1.00, -1.68], [7.18, 2.07, -0.87], [5.61, 2.31, -1.09], [5.25, 3.52, -0.44], [5.34, 2.31, -2.49], [4.84, 0.82, -0.41], [3.71, 0.33, -1.32], [2.37, 1.10, -1.25], [1.20, 0.12, -1.06], [0.10, 0.19, 0.77], [4.28, 0.94, 1.07], [3.73, -0.13, 1.42], [4.44, 1.98, 1.74], [5.92, -0.31, -0.35], [6.84, -0.15, 1.18], [6.93, -0.32, -1.48], [6.24, -0.65, -2.77], [10.44, -1.40, 0.98], [9.58, 0.48, -2.47], [9.55, 1.96, -1.48], [7.50, 1.29, -2.71], [3.54, -0.70, -1.05], [4.02, 0.33, -2.35], [2.36, 1.93, -0.55], [2.20, 1.52, -2.23], [1.54, -0.89, -1.22], [0.46, 0.31, -1.82], [5.44, -1.27, -0.29], [7.61, -1.15, -1.28], [6.97, -0.97, -3.39], [5.70, -1.50, -2.59], [-1.85, 3.36, -1.92], [-2.67, 3.31, -1.05], [-3.22, 2.15, -0.63], [-4.25, 2.42, 0.34], [-3.94, 3.80, 0.91], [-3.29, 4.48, -0.30], [-5.21, 2.39, -0.18], [-4.23, 1.64, 1.10], [-4.81, 4.32, 1.30], [-3.21, 3.70, 1.72], [-4.03, 4.96, -0.94], [-2.52, 5.19, 0.00], [-2.69, -1.56, 2.44], [-2.00, -1.84, 3.38], [-1.40, -0.93, 4.15], [-0.55, -1.58, 5.13], [-1.11, -2.99, 5.26], [-1.65, -3.24, 3.85], [0.47, -1.57, 4.76], [-0.59, -1.02, 6.06], [-0.37, -3.71, 5.60], [-1.94, -3.00, 5.97], [-0.88, -3.64, 3.19], [-2.52, -3.88, 3.84], [-6.00, 0.43, -1.58], [-5.26, 0.26, -2.50], [-5.57, 0.63, -3.76], [-4.53, 0.22, -4.68], [-3.29, 0.05, -3.81], [-3.89, -0.40, -2.49], [-4.84, -0.71, -5.15], [-4.41, 0.98, -5.44], [-2.57, -0.65, -4.23], [-2.79, 1.01, -3.68], [-4.02, -1.48, -2.44], [-3.31, -0.05, -1.63], [2.77, -1.56, -3.22], [2.32, -2.58, -3.65], [3.06, -3.66, -4.00], [2.21, -4.68, -4.56], [0.81, -4.37, -4.03], [0.85, -2.85, -3.91], [2.27, -4.61, -5.65], [2.58, -5.65, -4.25], [0.01, -4.74, -4.67], [0.68, -4.81, -3.04], [0.56, -2.35, -4.84], [0.24, -2.49, -3.09], [-3.13, -3.36, -3.34], [-3.10, -4.48, -2.92], [-2.41, -5.47, -3.54], [-2.64, -6.72, -2.87], [-3.09, -6.34, -1.46], [-3.81, -5.02, -1.70], [-3.41, -7.27, -3.43], [-1.72, -7.30, -2.88], [-3.70, -7.11, -0.98], [-2.22, -6.17, -0.83], [-4.87, -5.17, -1.95], [-3.71, -4.34, -0.86], [4.47, -1.83, 6.10], [4.43, -0.68, 5.76], [3.28, 0.03, 5.75], [3.51, 1.34, 5.17], [5.00, 1.59, 5.34], [5.56, 0.17, 5.24], [3.22, 1.31, 4.12], [2.90, 2.07, 5.70], [5.40, 2.28, 4.61], [5.20, 1.99, 6.34], [5.75, -0.09, 4.20], [6.46, 0.03, 5.84], [-3.95, -4.03, 1.15], [-4.94, -3.37, 1.33], [-6.15, -3.92, 1.56], [-7.16, -2.89, 1.62], [-6.40, -1.61, 1.96], [-5.05, -1.86, 1.29], [-7.65, -2.83, 0.64], [-7.89, -3.16, 2.37], [-6.90, -0.71, 1.62], [-6.26, -1.54, 3.04], [-5.05, -1.54, 0.24], [-4.22, -1.40, 1.82], [-3.69, 6.79, 2.88], [-3.72, 7.71, 2.12], [-4.61, 8.74, 2.24], [-4.48, 9.63, 1.12], [-3.08, 9.40, 0.58], [-2.86, 7.92, 0.89], [-5.25, 9.39, 0.39], [-4.63, 10.65, 1.47], [-2.98, 9.65, -0.48], [-2.36, 10.00, 1.13], [-3.24, 7.28, 0.09], [-1.82, 7.68, 1.10]], "lowdin_charge": [0.09, -0.16, -0.13, -0.32, -0.20, 0.67, -0.24, -0.27, -0.36, -0.20, -0.23, -0.65, 0.83, -0.75, -0.07, -0.03, -0.53, 0.77, -0.35, 0.07, 0.02, 0.12, 0.12, 0.13, 0.09, 0.08, 0.11, 0.11, 0.01, 0.02, 0.11, 0.13, 0.08, 0.08, 0.12, -0.49, -0.01, -0.15, -0.14, -0.07, 0.11, 0.13, 0.11, 0.12, 0.13, 0.11, 0.05, -0.48, 0.02, -0.13, -0.15, -0.06, 0.13, 0.13, 0.12, 0.11, 0.14, 0.12, 0.09, -0.48, 0.02, -0.15, -0.14, -0.08, 0.12, 0.12, 0.11, 0.12, 0.10, 0.11, 0.14, -0.46, 0.03, -0.15, -0.16, -0.07, 0.12, 0.12, 0.11, 0.12, 0.13, 0.12, 0.11, -0.47, 0.01, -0.15, -0.14, -0.07, 0.12, 0.12, 0.12, 0.12, 0.14, 0.09, 0.09, -0.50, 0.01, -0.14, -0.15, -0.07, 0.12, 0.12, 0.12, 0.11, 0.12, 0.12, 0.09, -0.47, 0.02, -0.16, -0.14, -0.07, 0.12, 0.12, 0.11, 0.12, 0.12, 0.07, 0.13, -0.48, 0.02, -0.16, -0.15, -0.08, 0.12, 0.12, 0.12, 0.12, 0.11, 0.13]}

2.
{"formula": "C21H36O18", "method": "ωB97M-V with the def2-TZVPD basis set", "e_homo_ev": -9.79, "e_tot_ha": -2175.9734, "smiles": "C[C@H]1COC(=O)O1.C[C@H]1COC(=O)O1.C[C@H]1COC(=O)O1.COC(=O)OC.COC(=O)OC.COC(=O)OC", "multiplicity": 1, "gap_ev": 9.92, "lumo_ev": 0.1253, "symbols": ["C", "C", "C", "O", "C", "O", "O", "H", "H", "H", "H", "H", "H", "C", "C", "C", "O", "C", "O", "O", "H", "H", "H", "H", "H", "H", "C", "C", "C", "O", "C", "O", "O", "H", "H", "H", "H", "H", "H", "C", "O", "C", "O", "O", "C", "H", "H", "H", "H", "H", "H", "C", "O", "C", "O", "O", "C", "H", "H", "H", "H", "H", "H", "C", "O", "C", "O", "O", "C", "H", "H", "H", "H", "H", "H"], "coordinates": [[13.89, 4.01, -16.61], [12.94, 3.50, -15.62], [12.93, 4.29, -14.34], [11.56, 4.63, -14.22], [10.86, 4.13, -15.17], [9.63, 4.22, -15.21], [11.60, 3.48, -16.05], [13.92, 5.12, -16.71], [13.66, 3.61, -17.60], [14.94, 3.69, -16.39], [13.23, 2.49, -15.40], [13.40, 5.32, -14.34], [13.32, 3.67, -13.59], [13.15, -0.64, -12.45], [12.92, -0.30, -10.95], [13.27, -1.43, -10.02], [14.52, -1.02, -9.49], [14.71, 0.23, -9.75], [15.67, 0.85, -9.25], [13.83, 0.70, -10.56], [13.18, 0.30, -13.06], [12.30, -1.35, -12.74], [14.09, -1.02, -12.51], [11.90, 0.05, -10.73], [13.45, -2.31, -10.49], [12.55, -1.59, -9.25], [16.90, 3.76, -9.87], [17.66, 5.03, -9.96], [18.78, 5.08, -11.03], [18.59, 6.35, -11.53], [17.38, 6.79, -11.26], [16.86, 7.79, -11.83], [16.79, 6.02, -10.37], [16.38, 3.33, -10.70], [16.13, 3.86, -9.17], [17.48, 2.95, -9.48], [18.21, 5.26, -9.01], [18.52, 4.41, -11.84], [19.80, 4.93, -10.71], [16.21, 6.65, -14.61], [15.81, 5.62, -13.70], [16.13, 4.37, -13.90], [16.87, 4.01, -14.95], [15.61, 3.45, -13.09], [16.02, 2.11, -13.14], [17.23, 6.63, -14.72], [15.87, 7.63, -14.31], [15.81, 6.41, -15.61], [15.50, 1.42, -12.48], [17.15, 2.03, -13.10], [15.88, 1.75, -14.10], [13.74, 5.54, -10.56], [13.80, 6.48, -11.60], [13.63, 7.80, -11.39], [13.33, 8.35, -10.13], [13.88, 8.50, -12.47], [13.77, 9.90, -12.42], [14.14, 4.63, -10.91], [12.70, 5.45, -10.22], [14.34, 5.78, -9.71], [14.48, 10.31, -11.77], [12.80, 10.31, -12.09], [14.12, 10.30, -13.37], [16.52, -0.75, -15.79], [15.27, -1.13, -15.33], [14.30, -0.49, -15.90], [14.46, 0.58, -16.85], [13.10, -0.94, -15.50], [11.94, -0.20, -15.69], [17.27, -1.33, -15.28], [16.68, 0.35, -15.66], [16.66, -0.90, -16.90], [12.02, 0.25, -16.65], [11.93, 0.62, -15.03], [10.97, -0.73, -15.64]], "lowdin_charge": [-0.02, -0.35, -0.06, 0.12, -0.61, 0.11, 0.12, 0.10, 0.10, 0.09, 0.12, 0.16, 0.10, 0.01, -0.28, -0.08, 0.12, -0.61, 0.10, 0.11, 0.09, 0.13, 0.05, 0.16, 0.11, 0.14, -0.02, -0.31, -0.08, 0.09, -0.52, 0.10, 0.11, 0.06, 0.07, 0.09, 0.17, 0.13, 0.14, 0.01, 0.00, -0.52, 0.00, -0.03, -0.04, 0.07, 0.09, 0.10, 0.09, 0.13, 0.04, -0.05, -0.02, -0.41, -0.05, 0.00, -0.05, 0.07, 0.11, 0.08, 0.08, 0.11, 0.10, -0.07, 0.02, -0.41, -0.06, -0.02, -0.05, 0.09, 0.10, 0.12, 0.09, 0.06, 0.12]}

3.
{"formula": "C4H8S3", "method": "ωB97M-V with the def2-TZVPD basis set", "e_homo_ev": -8.69, "e_tot_ha": -1351.7398, "multiplicity": 1, "gap_ev": 8.49, "lumo_ev": -0.1994, "symbols": ["C", "C", "C", "C", "H", "H", "H", "H", "H", "H", "H", "H", "S", "S", "S"], "coordinates": [[1.78, -0.09, -0.57], [1.05, -1.19, 0.22], [-1.63, -0.47, -0.04], [-1.15, 0.79, 0.70], [1.25, 0.84, -0.60], [1.92, -0.37, -1.64], [2.74, 0.08, -0.10], [1.58, -2.10, 0.11], [1.01, -0.95, 1.30], [-0.26, 0.56, 1.33], [-1.89, 1.13, 1.44], [-1.93, 2.14, -1.07], [-0.54, -1.75, -0.36], [-3.17, -0.76, -0.34], [-0.75, 2.14, -0.38]], "lowdin_charge": [-0.15, -0.54, -1.25, -0.66, -0.03, 0.09, 0.07, 0.04, 0.08, 0.06, 0.07, -0.10, 0.91, 0.65, 0.74]}

4.
{"formula": "C18H16AsN6O8S3V", "method": "ωB97M-V with the def2-TZVPD basis set", "e_homo_ev": [-4.35, -5.32], "e_tot_ha": -6000.4561, "total_charge": -1, "multiplicity": 4, "s_squared": 3.758, "gap_ev": [6.78, 7.74], "lumo_ev": [2.4289, 2.4259], "symbols": ["V", "N", "C", "N", "C", "C", "S", "C", "C", "S", "C", "N", "N", "H", "H", "H", "H", "H", "H", "O", "As", "O", "O", "C", "C", "C", "C", "C", "C", "S", "O", "O", "O", "H", "H", "H", "H", "H", "O", "N", "N", "O", "C", "C", "C", "C", "C", "C", "H", "H", "H", "H", "H"], "coordinates": [[0.66, 0.45, 0.47], [-2.83, 0.30, -1.95], [-2.32, -0.96, -1.79], [-1.07, -1.22, -1.61], [-0.86, -2.58, -1.47], [-1.97, -3.35, -1.56], [-3.35, -2.37, -1.84], [0.49, -3.08, -1.19], [0.81, -4.37, -0.93], [2.48, -4.51, -0.55], [2.63, -2.78, -0.76], [1.54, -2.19, -1.12], [3.83, -2.13, -0.56], [-2.27, 0.96, -1.42], [-3.81, 0.38, -1.69], [-2.05, -4.42, -1.45], [0.16, -5.23, -0.91], [4.45, -2.61, 0.07], [3.65, -1.17, -0.27], [-0.64, -3.56, 2.05], [-0.63, -1.83, 2.56], [-0.43, -1.74, 4.16], [0.51, -1.24, 1.51], [-2.47, -1.44, 1.98], [-3.34, -2.53, 1.96], [-4.68, -2.37, 1.65], [-5.17, -1.11, 1.35], [-4.32, -0.02, 1.36], [-2.98, -0.19, 1.68], [-1.93, 1.26, 1.60], [-0.90, 1.07, 2.60], [-2.80, 2.40, 1.75], [-1.32, 1.17, 0.25], [0.13, -3.67, 1.48], [-2.95, -3.52, 2.19], [-5.33, -3.23, 1.64], [-6.22, -0.97, 1.11], [-4.68, 0.98, 1.15], [2.62, 0.37, 0.38], [3.25, 1.40, -0.02], [2.49, 2.35, -0.39], [1.19, 2.23, -0.33], [3.07, 3.60, -0.77], [2.21, 4.64, -1.05], [2.74, 5.87, -1.42], [4.11, 6.05, -1.51], [4.96, 4.98, -1.22], [4.45, 3.75, -0.85], [1.15, 4.48, -0.96], [2.07, 6.69, -1.64], [4.52, 7.00, -1.80], [6.04, 5.11, -1.29], [5.10, 2.92, -0.62]], "mulliken_spin": [2.88, 0.00, 0.01, 0.00, 0.01, 0.00, 0.00, -0.01, 0.00, 0.00, 0.01, 0.01, 0.00, 0.01, 0.00, 0.00, 0.00, 0.00, 0.00, 0.00, 0.00, 0.00, 0.01, 0.02, 0.00, 0.00, 0.00, 0.00, -0.02, -0.03, 0.02, 0.00, -0.04, 0.00, 0.00, 0.00, 0.00, 0.00, -0.02, 0.02, 0.05, 0.06, -0.01, 0.01, -0.01, 0.01, -0.01, 0.01, 0.00, 0.00, 0.00, 0.00, 0.00]}

5.
{"formula": "C15H41BrN5O20P6S", "method": "ωB97M-V with the def2-TZVPD basis set", "e_homo_ev": -10.67, "e_tot_ha": -7394.6758, "total_charge": 1, "multiplicity": 1, "gap_ev": 6.13, "lumo_ev": -4.5407, "symbols": ["O", "P", "O", "O", "C", "N", "C", "N", "P", "O", "Br", "N", "N", "N", "C", "S", "H", "H", "H", "H", "H", "C", "O", "P", "O", "O", "C", "O", "C", "H", "H", "H", "H", "H", "H", "H", "H", "H", "C", "O", "P", "O", "O", "C", "O", "C", "H", "H", "H", "H", "H", "H", "H", "H", "H", "C", "O", "P", "O", "O", "C", "O", "C", "H", "H", "H", "H", "H", "H", "H", "H", "H", "C", "O", "P", "O", "O", "C", "O", "C", "H", "H", "H", "H", "H", "H", "H", "H", "H"], "coordinates": [[0.60, -0.40, 3.01], [1.35, -1.06, 4.07], [0.76, -2.57, 4.20], [1.13, -0.25, 5.47], [3.12, -1.14, 3.53], [3.56, -0.25, 2.60], [4.88, -0.61, 2.45], [5.69, 0.01, 1.59], [5.05, 1.35, 0.58], [6.30, 1.61, -0.50], [4.90, 3.21, 1.88], [5.22, -1.64, 3.25], [4.09, -1.96, 3.92], [4.00, -3.03, 4.85], [4.09, -4.08, 4.15], [4.21, -5.31, 3.23], [-0.11, -2.49, 4.67], [1.89, 0.36, 5.55], [6.65, -0.29, 1.47], [7.01, 0.99, -0.28], [6.09, -2.13, 3.39], [2.25, -1.48, -3.36], [2.37, -0.54, -2.28], [1.15, 0.65, -2.20], [2.03, 1.58, -1.40], [0.25, -0.31, -1.23], [0.86, -0.93, -0.10], [-0.10, 1.77, -2.28], [-1.37, 1.32, -2.81], [3.07, -2.20, -3.30], [1.30, -2.01, -3.30], [2.32, -0.95, -4.32], [1.72, -0.37, 0.26], [1.16, -1.95, -0.36], [0.11, -0.99, 0.69], [-1.88, 0.68, -2.09], [-1.22, 0.78, -3.75], [-1.98, 2.20, -3.00], [-2.93, -4.01, -6.42], [-2.77, -3.14, -5.29], [-3.92, -1.90, -5.15], [-3.08, -0.98, -4.33], [-4.87, -2.85, -4.23], [-4.32, -3.49, -3.08], [-5.20, -0.84, -5.37], [-6.40, -1.34, -5.98], [-2.15, -4.77, -6.38], [-3.90, -4.51, -6.38], [-2.84, -3.45, -7.35], [-3.47, -2.94, -2.68], [-4.02, -4.50, -3.33], [-5.10, -3.54, -2.32], [-6.95, -1.96, -5.28], [-6.17, -1.91, -6.88], [-7.02, -0.49, -6.25], [-3.38, 0.51, 7.21], [-3.12, -0.76, 6.60], [-2.38, -1.93, 7.59], [-1.82, -2.68, 6.40], [-3.83, -2.50, 8.05], [-4.82, -2.79, 7.06], [-1.62, -2.95, 8.70], [-1.97, -2.81, 10.09], [-3.87, 1.15, 6.49], [-4.04, 0.39, 8.08], [-2.45, 0.98, 7.53], [-4.37, -3.02, 6.09], [-5.49, -1.94, 6.96], [-5.39, -3.65, 7.40], [-2.96, -3.23, 10.27], [-1.94, -1.77, 10.40], [-1.24, -3.38, 10.67], [1.82, 7.91, -3.45], [2.36, 7.54, -4.73], [3.11, 6.02, -4.80], [3.97, 6.32, -5.99], [1.71, 5.29, -5.23], [0.98, 5.79, -6.34], [3.80, 4.53, -4.43], [3.16, 3.73, -3.42], [1.35, 8.89, -3.54], [1.07, 7.18, -3.13], [2.62, 7.97, -2.71], [1.62, 6.31, -7.05], [0.20, 6.47, -5.99], [0.51, 4.95, -6.84], [2.24, 3.29, -3.81], [2.93, 4.33, -2.53], [3.83, 2.93, -3.14]], "lowdin_charge": [-0.23, 0.53, -0.12, -0.11, -0.21, 0.19, -0.41, -0.12, 0.61, -0.32, 0.22, 0.20, -0.11, 0.11, -0.70, 0.93, 0.08, 0.09, 0.12, 0.05, 0.20, -0.13, -0.28, 0.66, -0.31, -0.26, -0.11, -0.23, -0.11, 0.08, 0.08, 0.08, 0.07, 0.08, 0.07, 0.08, 0.07, 0.09, -0.12, -0.26, 0.63, -0.27, -0.28, -0.10, -0.22, -0.11, 0.09, 0.09, 0.08, 0.09, 0.08, 0.09, 0.08, 0.08, 0.09, -0.12, -0.26, 0.66, -0.29, -0.27, -0.09, -0.23, -0.11, 0.09, 0.09, 0.08, 0.09, 0.09, 0.09, 0.08, 0.08, 0.09, -0.13, -0.25, 0.62, -0.27, -0.28, -0.11, -0.23, -0.13, 0.09, 0.08, 0.08, 0.09, 0.08, 0.09, 0.07, 0.08, 0.08]}

6.
{"formula": "C15H25BrNO2", "method": "ωB97M-V with the def2-TZVPD basis set", "e_homo_ev": -11.53, "e_tot_ha": -3365.5842, "total_charge": 1, "smiles": "CCCC[NH2+]CCOCCOc1ccc(C)cc1Br", "multiplicity": 1, "gap_ev": 9.50, "lumo_ev": -2.0265, "symbols": ["C", "C", "C", "C", "N", "C", "C", "O", "C", "C", "O", "C", "C", "C", "C", "C", "C", "C", "Br", "H", "H", "H", "H", "H", "H", "H", "H", "H", "H", "H", "H", "H", "H", "H", "H", "H", "H", "H", "H", "H", "H", "H", "H", "H"], "coordinates": [[-3.74, 0.41, 2.38], [-3.82, -0.28, 1.03], [-3.98, 0.69, -0.14], [-2.85, 1.71, -0.26], [-1.55, 1.04, -0.47], [-0.42, 1.91, -0.81], [-0.31, 1.94, -2.35], [-0.53, 0.66, -2.88], [0.57, -0.24, -2.92], [0.35, -1.41, -1.95], [0.49, -1.03, -0.60], [1.71, -1.12, 0.02], [2.92, -1.47, -0.57], [4.07, -1.54, 0.20], [4.07, -1.26, 1.56], [5.31, -1.37, 2.38], [2.86, -0.89, 2.15], [1.72, -0.83, 1.39], [0.07, -0.30, 2.18], [-3.81, -0.32, 3.18], [-2.80, 0.95, 2.52], [-4.57, 1.11, 2.50], [-2.94, -0.92, 0.90], [-4.68, -0.94, 1.03], [-4.91, 1.23, -0.02], [-4.05, 0.12, -1.07], [-2.79, 2.31, 0.65], [-3.05, 2.37, -1.11], [-1.62, 0.39, -1.28], [-1.33, 0.48, 0.37], [0.49, 1.49, -0.38], [-0.56, 2.92, -0.41], [-1.10, 2.57, -2.77], [0.65, 2.35, -2.66], [1.50, 0.28, -2.70], [0.62, -0.64, -3.94], [-0.68, -1.77, -2.05], [1.03, -2.24, -2.20], [2.98, -1.68, -1.62], [5.00, -1.81, -0.28], [5.35, -2.34, 2.87], [5.33, -0.60, 3.16], [6.20, -1.27, 1.76], [2.82, -0.66, 3.20]], "lowdin_charge": [-0.10, -0.25, -0.18, -0.14, 0.02, -0.09, -0.16, -0.15, -0.14, -0.14, -0.13, -0.31, 0.00, -0.02, -0.27, -0.04, -0.07, -0.54, 0.89, 0.08, 0.04, 0.08, 0.09, 0.12, 0.13, 0.12, 0.13, 0.14, 0.16, 0.04, 0.12, 0.14, 0.13, 0.14, 0.14, 0.14, 0.14, 0.13, 0.11, 0.12, 0.09, 0.08, 0.08, 0.12]}